No. 1
The ion C2H5N2S with charge +1 at a distorted geometry, computed with wB97M-V/def2-TZVPD.

XYZ file:
```
10
Properties=species:S:1:pos:R:3:forces:R:3:nbo_charge:R:1
C 0.456670 0.193745 -0.281765 -2.99 -1.52 -0.29 0.334
C -0.434359 -0.695900 -1.204221 -0.11 0.51 -0.13 -0.305
N 1.502995 0.752632 -0.634393 1.03 0.72 1.62 -0.472
N -0.291135 0.185183 1.018981 -0.14 2.50 1.39 -0.811
S -1.910848 -1.365420 -0.755898 2.85 1.37 -0.99 0.220
H 0.104301 -0.678059 -2.185290 -1.04 -0.75 0.47 0.266
H 2.042052 1.285946 0.128923 -1.05 -0.82 -1.45 0.395
H -0.019244 1.055055 1.664959 -1.17 -2.35 -1.64 0.470
H -0.043351 -0.671630 1.488361 0.37 -0.40 0.69 0.446
H -1.407082 -0.061553 0.760343 2.25 0.75 0.32 0.456
```
Forces are in eV/Å.

Properties
energy	-15961.223	eV
HOMO-LUMO gap	8.28	eV
SMILES	[H]/N=C(\[NH3+])C=S
lowest unoccupied orbital energy	-6.34	eV
max |F|	0.065	Eh/bohr
ΔE to the lowest compared entry with this formula, charge and spin	39.6	kcal per mole
total charge	+1

=====

No. 2
A structure of composition C29H50BBaN6O4S3 at a distorted geometry, computed with wB97M-V/def2-TZVPD.

XYZ file:
```
94
Properties=species:S:1:pos:R:3:forces:R:3:nbo_charge:R:1
Ba -1.257543 -0.376777 -0.127593 0.29 0.45 1.10 1.788
C -1.663433 0.514033 -3.564589 -0.08 -0.05 0.00 -0.098
C -2.385920 1.667251 -2.867437 -0.04 -0.04 0.06 -0.104
O -3.402686 1.235883 -1.975318 0.22 -0.07 0.03 -0.562
C -4.606645 0.797516 -2.585744 0.00 0.08 -0.02 -0.083
C -5.256878 -0.180485 -1.647554 -0.01 -0.10 0.05 -0.080
O -4.442655 -1.339906 -1.664534 0.01 0.03 0.00 -0.564
C -4.588247 -2.230757 -0.587374 -0.07 0.02 -0.01 -0.084
C -3.554363 -3.313869 -0.776586 0.10 0.00 -0.02 -0.079
O -2.243588 -2.742042 -0.851563 -0.05 -0.29 -0.31 -0.615
C -1.535152 -2.910496 -2.095414 -0.09 -0.11 0.03 -0.119
C -1.834699 -1.849798 -3.131122 -0.06 0.07 -0.02 -0.103
O -1.417923 -0.560456 -2.647823 -0.12 -0.24 -0.85 -0.640
H -0.705905 0.887207 -3.934610 0.00 -0.02 -0.07 0.210
H -2.230763 0.131745 -4.415550 -0.04 -0.01 0.03 0.188
H -2.779585 2.345891 -3.630790 -0.03 0.02 0.00 0.193
H -1.691229 2.230547 -2.247630 0.03 0.04 -0.04 0.227
H -4.403967 0.294375 -3.536822 -0.01 0.01 0.00 0.180
H -5.264383 1.650142 -2.778564 0.00 0.01 0.01 0.195
H -6.276617 -0.412685 -1.969048 -0.01 -0.01 0.00 0.192
H -5.298382 0.246226 -0.638155 -0.01 0.00 0.00 0.182
H -5.585317 -2.685330 -0.558338 -0.02 0.02 0.00 0.196
H -4.438207 -1.707493 0.369076 0.01 0.00 0.01 0.163
H -3.763004 -3.874712 -1.689307 -0.01 0.02 -0.01 0.193
H -3.578249 -4.003145 0.068475 0.01 -0.03 0.00 0.206
H -1.761444 -3.890264 -2.520868 -0.01 -0.01 0.00 0.206
H -0.476243 -2.888378 -1.837667 0.01 -0.02 0.03 0.238
H -2.901852 -1.816745 -3.353650 -0.01 0.01 -0.04 0.208
H -1.280961 -2.102433 -4.039800 0.05 0.02 0.00 0.201
C 0.093840 6.205575 1.771491 0.01 0.00 0.01 -0.614
C -0.551748 4.838402 1.526971 0.06 -0.10 0.01 0.152
C -1.601135 4.528975 2.593945 -0.03 0.02 0.00 -0.613
C -1.224351 4.884033 0.160081 -0.02 0.03 -0.01 -0.618
N 0.525013 3.796979 1.657575 -0.08 0.19 0.02 -0.371
C 1.320884 3.806052 2.796055 -0.06 0.00 -0.06 -0.079
C 2.176919 2.782305 2.693550 0.00 -0.06 -0.04 -0.034
N 1.914645 2.122566 1.510706 0.08 -0.10 -0.05 -0.538
B 2.739178 0.834613 1.233324 -0.17 -0.01 -0.04 0.602
N 2.314475 -0.358584 2.134696 0.13 0.22 0.05 -0.537
C 3.275143 -1.306885 2.423690 -0.05 0.04 -0.09 -0.045
C 2.735583 -2.214270 3.249376 -0.13 0.01 0.02 -0.073
N 1.425523 -1.821820 3.487392 -0.04 -0.13 0.09 -0.374
C 1.181151 -0.674589 2.796309 -0.02 -0.13 -0.11 0.319
S -0.297262 0.215835 2.792123 0.04 0.05 -0.07 -0.505
C 0.480031 -2.564099 4.381556 0.07 0.05 -0.06 0.154
C 0.086007 -1.672896 5.556689 -0.02 0.00 0.05 -0.628
C -0.737196 -3.020344 3.576610 -0.02 -0.03 -0.04 -0.630
C 1.180257 -3.807316 4.927844 0.00 0.01 -0.02 -0.622
N 2.808383 0.486460 -0.286451 0.24 -0.12 0.20 -0.530
C 3.554843 1.339188 -1.073184 -0.11 0.04 0.08 -0.037
C 3.689873 0.785750 -2.285212 -0.09 -0.11 -0.09 -0.078
N 3.022571 -0.432311 -2.256252 0.11 -0.11 -0.07 -0.377
C 2.479502 -0.600119 -1.013927 -0.13 0.16 -0.10 0.315
S 1.504949 -1.931875 -0.496964 0.00 0.22 0.12 -0.495
C 3.056721 -1.423826 -3.379292 -0.08 0.16 0.01 0.152
C 3.741485 -2.705733 -2.913922 0.01 -0.01 0.02 -0.629
C 1.636222 -1.684469 -3.875240 -0.03 -0.03 -0.03 -0.623
C 3.859014 -0.835717 -4.538162 0.02 0.01 -0.01 -0.621
C 0.888805 2.739639 0.884460 -0.02 -0.06 0.10 0.336
S 0.197941 2.257450 -0.623842 0.24 0.06 0.07 -0.532
H -0.660877 6.980240 1.638632 0.01 0.00 0.00 0.223
H 0.897851 6.381959 1.055690 -0.01 0.00 0.00 0.224
H 0.496700 6.311463 2.777435 -0.01 0.00 -0.01 0.210
H -2.403650 5.265895 2.540853 0.00 -0.01 0.01 0.220
H -1.180425 4.556176 3.599344 0.01 0.00 -0.01 0.216
H -2.025146 3.537257 2.429182 0.00 0.00 0.00 0.217
H -1.894970 5.744776 0.174370 0.00 0.00 -0.01 0.215
H -1.809833 3.992236 -0.044395 0.01 0.02 0.01 0.224
H -0.507665 5.016349 -0.648172 0.00 0.01 0.02 0.231
H 1.209625 4.534494 3.575707 0.00 0.00 -0.02 0.233
H 2.953445 2.454143 3.361598 0.00 -0.01 -0.03 0.238
H 3.873919 1.090653 1.562218 -0.06 0.02 -0.03 -0.050
H 4.262193 -1.256824 2.000028 -0.01 0.03 0.01 0.238
H 3.174116 -3.092341 3.678612 -0.02 -0.01 0.02 0.236
H -0.398951 -0.759277 5.222434 0.01 -0.02 0.01 0.244
H 0.968354 -1.412235 6.143690 -0.01 0.00 0.00 0.215
H -0.604122 -2.219615 6.201410 0.01 0.01 0.00 0.216
H -1.352636 -2.175722 3.276550 0.02 -0.02 0.02 0.230
H -1.336311 -3.691290 4.193408 -0.01 0.01 0.00 0.217
H -0.415804 -3.566474 2.686260 0.00 -0.01 0.01 0.212
H 2.053475 -3.554823 5.529848 0.00 0.00 0.00 0.219
H 1.474471 -4.496710 4.134939 -0.01 0.01 0.00 0.216
H 0.474019 -4.326694 5.573913 0.01 0.00 0.01 0.229
H 3.913595 2.281505 -0.698060 0.02 -0.04 0.02 0.237
H 4.186869 1.162537 -3.156832 0.02 -0.04 0.01 0.236
H 3.191490 -3.182346 -2.106459 0.01 0.00 0.00 0.243
H 4.754391 -2.486405 -2.572295 0.00 -0.01 0.00 0.218
H 3.806098 -3.401162 -3.752070 0.01 0.01 0.00 0.217
H 1.038156 -2.162516 -3.104862 0.04 0.04 -0.01 0.226
H 1.679532 -2.336953 -4.749085 -0.01 0.00 0.00 0.217
H 1.160880 -0.744724 -4.168351 0.01 -0.03 0.01 0.205
H 4.897147 -0.647742 -4.263520 0.00 0.00 0.00 0.221
H 3.414962 0.084887 -4.920671 0.00 -0.02 0.00 0.214
H 3.857677 -1.564727 -5.347439 0.01 0.00 0.00 0.229
```
Forces are in eV/Å.

Properties
energy	-81892.129	eV
HOMO-LUMO gap	7.72	eV
lowest unoccupied orbital energy	-2.02	eV
max |F|	0.024	Eh/bohr
ΔE to the lowest compared entry with this formula, charge and spin	10.1	kcal per mole
total charge	+1

=====

No. 3
An isolated molecule of C5H8O, computed with wB97M-V/def2-TZVPD.

XYZ file:
```
14
Properties=species:S:1:pos:R:3:forces:R:3:nbo_charge:R:1
C 1.719140 0.017803 0.329266 0.13 0.13 0.08 -0.409
C 1.189151 -0.950194 -0.675274 0.00 -0.12 -0.33 -0.410
C 0.293555 -0.452929 0.427642 -0.14 -0.04 -0.15 -0.265
C -0.766697 0.561579 0.134854 0.20 -0.27 -0.37 0.062
C -2.183916 0.248331 0.270877 -0.24 -0.20 -0.20 -0.113
O -1.544364 1.120683 1.191913 0.21 -0.03 0.18 -0.488
H 1.815044 1.039422 -0.028279 0.03 -0.08 0.21 0.214
H 2.486082 -0.282036 1.035564 -0.18 -0.07 -0.09 0.221
H 1.521845 -1.977343 -0.550283 -0.17 0.14 -0.17 0.215
H 0.975232 -0.661908 -1.694689 0.24 0.17 -0.06 0.211
H 0.001869 -1.308732 1.017924 -0.01 0.43 0.81 0.225
H -0.468521 1.316596 -0.598956 -0.09 -0.21 0.01 0.179
H -2.906139 0.686998 -0.415309 0.02 0.06 0.21 0.180
H -2.461647 -0.714598 0.698840 0.00 0.09 -0.15 0.178
```
Forces are in eV/Å.

Properties
energy	-7359.910	eV
HOMO-LUMO gap	11.26	eV
SMILES	C1CC1[C@H]1CO1
lowest unoccupied orbital energy	1.19	eV
max |F|	0.018	Eh/bohr
ΔE to the lowest compared entry with this formula, charge and spin	54.1	kcal per mole

=====

No. 4
A cluster of 2 separate species, C2H3N5O in total at a distorted geometry, computed with wB97M-V/def2-TZVPD.

XYZ file:
```
11
Properties=species:S:1:pos:R:3:forces:R:3:nbo_charge:R:1
C 0.261528 0.617229 -0.062531 3.57 -3.95 1.86 0.318
C 0.503410 -0.959738 0.006630 -1.71 0.49 -0.89 0.617
H 2.333551 0.957714 -0.596743 -3.38 1.66 3.75 0.365
H 1.045553 2.394620 -0.022384 1.22 -2.44 1.46 0.391
H -1.012810 -2.345564 0.385240 -0.34 0.73 0.41 0.405
N 1.341549 1.393672 0.395812 2.40 1.19 -5.95 -0.730
N -0.880880 1.040128 -0.020718 -1.36 5.96 -0.88 -0.367
N -2.082815 0.572264 -0.308695 1.62 -4.44 1.33 0.027
N -2.091170 -0.656763 0.003791 -0.66 -1.16 0.16 0.015
N -0.869331 -1.332566 0.521296 1.40 0.12 -2.54 -0.516
O 1.451410 -1.680996 -0.301701 -2.77 1.84 1.29 -0.525
```
Forces are in eV/Å.

Properties
energy	-11614.488	eV
HOMO-LUMO gap	8.93	eV
lowest unoccupied orbital energy	-0.67	eV
max |F|	0.127	Eh/bohr
ΔE to the lowest compared entry with this formula, charge and spin	146.2	kcal per mole

=====

No. 5
A structure of composition C15H35F3GaO10S3 at a distorted geometry, computed with wB97M-V/def2-TZVPD.

XYZ file:
```
67
Properties=species:S:1:pos:R:3:forces:R:3:nbo_charge:R:1
C -5.288942 -4.654602 -1.032288 3.42 -0.16 1.72 -0.524
C -4.043610 -4.519551 -0.185689 -3.96 -1.38 -1.75 -0.594
Ga -3.377799 -2.677153 0.570104 -0.69 -0.07 0.10 0.852
C -1.963993 -1.850254 -0.690986 1.78 0.80 -0.64 -0.920
C -0.407920 -2.362526 -0.393599 -3.02 -0.19 0.62 -0.099
O 0.271888 -2.378732 -1.698309 0.80 1.99 0.02 -0.556
C 0.487630 -1.022860 -2.232353 0.48 -0.57 0.24 -0.156
C -0.404425 -0.693174 -3.596843 -1.49 0.77 0.15 0.975
F -1.700929 -0.000329 -3.251616 4.09 -2.18 -1.60 -0.354
F -0.774334 -1.920001 -4.361190 1.54 4.35 2.03 -0.346
F 0.348724 0.311322 -4.437400 -2.45 -3.39 2.10 -0.371
H -6.241498 -3.981569 -0.907356 2.41 -0.77 -0.63 0.191
H -5.292344 -5.443431 -1.901121 -0.47 1.01 2.13 0.165
H -3.471503 -5.534985 0.063750 -0.82 2.02 -1.55 0.173
H -4.669016 -1.687218 0.659871 0.10 -0.10 -0.17 -0.334
H -2.829473 -2.826749 2.083767 0.27 -0.12 -0.08 -0.342
H -2.189499 -2.122413 -1.831028 0.49 0.61 2.46 0.210
H -1.935460 -0.668276 -0.572477 -0.31 -2.33 -0.44 0.197
H 0.106435 -1.707208 0.428204 -0.64 -1.03 -1.71 0.172
H -0.529519 -3.454843 0.069419 0.91 2.16 -1.54 0.205
H 1.631369 -0.932603 -2.559063 -2.57 -0.18 0.52 0.202
H 0.246316 -0.238616 -1.398036 0.32 -1.20 -1.96 0.257
O -5.545622 -3.860575 -6.793124 -0.34 1.16 0.16 -0.934
S -6.023458 -2.680335 -6.099261 0.62 0.03 0.80 2.348
O -6.515666 -1.520848 -6.809088 0.35 -0.89 0.04 -0.937
O -4.889943 -2.201216 -5.030856 -1.61 -0.63 -0.45 -0.698
C -3.585939 -1.904286 -5.510945 1.14 0.44 -0.33 -0.086
C -3.553106 -0.590951 -6.272565 -0.21 0.15 -0.30 -0.641
C -7.260527 -3.172581 -4.926085 0.07 -0.01 0.16 -0.878
H -3.205191 -2.727427 -6.124782 -0.18 -0.01 0.05 0.185
H -2.929477 -1.824224 -4.637117 -0.62 -0.20 -0.09 0.227
H -4.150603 -0.649263 -7.186692 0.09 0.00 0.08 0.215
H -2.530167 -0.331885 -6.559548 -0.03 -0.08 0.17 0.213
H -3.970018 0.219171 -5.665651 0.14 -0.13 -0.01 0.218
H -6.894887 -4.027263 -4.354445 0.05 0.18 -0.07 0.262
H -8.157635 -3.451081 -5.484433 0.23 0.08 -0.08 0.243
H -7.481516 -2.328553 -4.270442 0.12 -0.10 -0.10 0.258
O 1.383334 2.035932 -0.682197 1.18 -0.07 0.72 -0.920
S 2.763020 2.094957 -0.239790 -0.12 0.34 0.08 2.347
O 3.300948 1.156325 0.719449 -0.68 0.57 -0.69 -0.922
O 3.090931 3.609374 0.265100 0.29 -1.01 -1.05 -0.717
C 2.295504 4.167168 1.302037 -0.71 0.29 1.11 -0.080
C 2.618261 3.550145 2.651520 0.08 -0.25 0.00 -0.640
C 3.818168 2.088155 -1.666536 0.08 0.20 -0.03 -0.879
H 1.230734 4.067942 1.065937 0.13 -0.09 -0.13 0.195
H 2.518101 5.239525 1.339831 0.14 -0.23 -0.36 0.188
H 2.353647 2.489254 2.674363 0.02 0.17 0.02 0.228
H 2.063515 4.048812 3.451186 0.08 0.04 -0.13 0.216
H 3.690134 3.620017 2.862857 -0.26 0.06 -0.03 0.225
H 3.449020 2.816144 -2.390902 0.00 -0.09 0.16 0.253
H 3.790763 1.084056 -2.096831 -0.13 0.11 0.19 0.256
H 4.836107 2.327846 -1.354389 -0.17 -0.03 0.02 0.249
O 4.343569 2.673019 4.990897 -0.09 -0.38 1.39 -0.928
S 4.384916 1.904009 6.219575 0.17 -0.12 -0.05 2.348
O 3.274604 1.878589 7.145369 0.73 0.34 -0.85 -0.920
O 5.742283 2.286792 7.036233 -0.58 -0.86 -0.64 -0.715
C 5.964208 3.645914 7.386394 0.00 1.07 0.40 -0.076
C 5.051066 4.091742 8.514846 -0.37 0.01 0.07 -0.642
C 4.811082 0.226889 5.826330 0.20 -0.01 0.06 -0.878
H 5.853954 4.292216 6.509205 -0.06 -0.18 -0.01 0.193
H 7.005239 3.729039 7.718467 -0.14 -0.36 -0.21 0.192
H 4.002908 4.080135 8.202979 0.16 0.02 0.03 0.230
H 5.292411 5.109820 8.832887 0.10 -0.11 -0.06 0.212
H 5.139718 3.418615 9.373623 0.07 0.11 -0.12 0.215
H 5.670624 0.221938 5.153940 -0.13 0.07 0.11 0.252
H 3.948380 -0.230103 5.335392 0.05 0.24 0.07 0.267
H 5.034509 -0.307179 6.751499 -0.05 0.14 -0.10 0.251
```
Forces are in eV/Å.

Properties
energy	-129625.181	eV
HOMO-LUMO gap	6.07	eV
lowest unoccupied orbital energy	1.80	eV
max |F|	0.098	Eh/bohr
total charge	-1

=====

No. 6
An isolated molecule of C23H15F3O3S at a distorted geometry, computed with wB97M-V/def2-TZVPD.

XYZ file:
```
45
Properties=species:S:1:pos:R:3:forces:R:3:nbo_charge:R:1
O -0.279941 3.905136 5.404568 0.24 0.87 1.80 -0.570
F 2.202516 -5.503183 -3.878528 0.96 0.15 0.50 -0.318
F 3.514531 -4.417325 -2.478210 -0.16 -0.73 -0.56 -0.322
F 4.407895 -5.692316 -4.057350 -1.12 0.73 0.65 -0.325
O -0.721781 1.007809 2.687666 -0.38 0.17 0.24 -0.465
O -0.394597 0.754647 -2.414877 0.57 -0.48 0.51 -0.501
S 3.451632 -3.437282 -4.930167 0.21 -0.80 -0.03 0.226
C -0.460199 2.991614 4.634103 -0.07 0.31 1.24 0.470
C -0.426727 3.314128 3.264333 -0.02 -1.98 -3.08 -0.353
C -0.556120 2.321612 2.303112 -0.21 1.59 2.08 0.361
C -1.235769 -1.080290 5.681159 -0.17 0.41 0.28 -0.174
C -1.111238 4.070878 -1.027464 0.41 -1.46 -0.48 -0.188
C -1.098366 -0.154333 6.717516 0.41 0.33 0.52 -0.231
C -0.463151 -2.405204 -5.278549 0.10 0.09 0.22 -0.209
C -0.870670 3.017421 -1.928736 -0.02 0.56 -0.36 -0.239
C -1.169733 -0.667382 4.356505 0.26 -0.69 -0.63 -0.262
C 0.761175 -3.002212 -5.536170 0.45 -0.45 -0.98 -0.195
C -0.998129 3.854425 0.342265 0.15 0.58 0.20 -0.229
C -0.440306 1.544227 -0.064102 0.10 0.95 -0.57 -0.280
C -0.769205 1.148973 6.411046 -0.65 1.08 -0.57 -0.138
C -0.658159 -1.594016 -4.145643 -0.61 -0.38 -0.36 -0.169
C 1.601622 -2.113854 -3.478637 -0.55 1.25 0.64 -0.127
C -0.519086 1.752660 -1.466594 -0.37 -0.51 1.09 0.306
C -0.889597 0.662516 4.041798 0.19 1.07 0.32 0.331
C 1.822716 -2.841948 -4.653084 -0.66 0.72 1.16 -0.236
C -0.622619 2.611877 0.856909 -0.30 -1.47 -1.40 -0.008
C -0.744183 1.625318 5.077908 0.37 -2.00 -1.07 -0.181
C 0.381089 -1.424266 -3.236156 0.29 -0.28 -0.05 -0.074
C 3.375481 -4.841579 -3.752933 0.36 0.08 -0.87 0.848
C 0.202226 -0.516573 -2.017696 0.38 0.30 0.38 -0.082
H -0.224266 4.361916 3.053992 -0.16 -0.39 -0.26 0.245
H -1.375150 -2.112799 5.968883 -0.22 -0.12 -0.40 0.222
H -1.382865 5.021745 -1.455443 -0.08 0.21 0.26 0.223
H -1.208021 -0.390858 7.796505 0.18 -0.24 -1.01 0.225
H -1.232733 -2.616984 -6.011711 -0.26 0.33 0.27 0.222
H -0.960945 3.178423 -3.018310 0.05 -0.12 0.74 0.230
H -1.288186 -1.403427 3.547686 0.12 0.44 0.38 0.231
H 0.905969 -3.589047 -6.473705 -0.13 0.51 0.92 0.230
H -1.203524 4.688233 1.002615 0.01 -0.12 0.09 0.221
H -0.242960 0.576365 0.339776 0.19 -0.47 0.10 0.224
H -0.617542 1.869034 7.207027 0.01 0.06 -0.11 0.235
H -1.653314 -1.145604 -3.950729 0.85 -0.18 -0.23 0.229
H 2.390004 -1.992345 -2.718824 -0.23 -0.11 -0.64 0.217
H -0.372846 -0.970596 -1.200603 -0.48 -0.13 -0.49 0.189
H 1.175070 -0.365532 -1.521152 -0.03 0.32 -0.46 0.189
```
Forces are in eV/Å.

Properties
energy	-49223.897	eV
HOMO-LUMO gap	8.45	eV
SMILES	O=c1cc(-c2cccc(OCc3cccc(SC(F)(F)F)c3)c2)oc2ccccc12
lowest unoccupied orbital energy	-0.31	eV
max |F|	0.071	Eh/bohr
ΔE to the lowest compared entry with this formula, charge and spin	0.0	kcal per mole